Record 1
61
Properties=species:S:1:pos:R:3 method="wB97M-V/def2-TZVPD" total_energy_ev=-33394.761 orbital_gap_ev=9.03 e_homo_ev=-8.58 molar_mass_g_mol=378.52 relative_energy_ev=0.568 e_lumo_ev=0.44
C -0.6037 2.0568 -0.9777
C -0.9041 1.3051 0.3129
N -0.3672 -0.0442 0.3336
C 1.0766 -0.2499 0.3370
C 1.8709 0.4418 1.4591
C 2.1843 1.9231 1.2750
N 1.2486 0.2257 2.7525
C 1.4056 -0.9487 3.4329
O 2.1173 -1.8427 3.0091
C 0.6675 -1.0636 4.7087
C 0.9298 -2.0468 5.6986
C 0.0215 -1.8585 6.7021
N -0.7936 -0.8096 6.3596
C -1.8411 -0.2570 7.1920
C -0.4057 -0.3215 5.1509
C -1.1503 -1.1511 0.1122
O -0.6975 -2.2655 -0.0215
C -2.6618 -0.9178 0.0660
O -3.2973 -2.1374 -0.1498
C -4.7026 -2.0085 -0.1514
C -5.3083 -3.3872 -0.3778
C -4.8663 -4.3287 0.7335
N -6.7623 -3.2723 -0.4399
C -7.4467 -4.5585 -0.5453
C -8.8834 -4.1853 -0.9059
C -8.7518 -2.8326 -1.6372
C -7.2531 -2.5273 -1.5983
H -1.0248 3.0625 -0.9413
H 0.4695 2.1500 -1.1447
H -1.0336 1.5344 -1.8338
H -0.5145 1.8537 1.1707
H -1.9784 1.2643 0.4690
H 1.2202 -1.3217 0.4431
H 1.5109 0.0408 -0.6277
H 2.8245 -0.0916 1.4792
H 2.6285 2.0929 0.2935
H 1.3124 2.5703 1.3606
H 2.9090 2.2391 2.0264
H 0.7798 0.9901 3.2058
H 1.6971 -2.7997 5.6440
H -0.1245 -2.3833 7.6313
H -2.5953 0.2110 6.5626
H -2.3138 -1.0558 7.7597
H -1.4460 0.4862 7.8859
H -0.9505 0.4871 4.6898
H -2.9925 -0.4705 1.0155
H -2.9084 -0.2057 -0.7358
H -5.0584 -1.6129 0.8112
H -5.0067 -1.3080 -0.9381
H -4.9192 -3.7679 -1.3401
H -3.7855 -4.2748 0.8486
H -5.3369 -4.0383 1.6762
H -5.1319 -5.3625 0.5167
H -6.9960 -5.1716 -1.3468
H -7.3774 -5.1216 0.3832
H -9.3550 -4.9528 -1.5183
H -9.4801 -4.0730 -0.0012
H -9.1233 -2.8691 -2.6605
H -9.3108 -2.0582 -1.1131
H -7.0509 -1.4614 -1.5076
H -6.7615 -2.8857 -2.5205

---

Record 2
67
Properties=species:S:1:pos:R:3 method="wB97M-V/def2-TZVPD" total_energy_ev=-77734.922 orbital_gap_ev="6.39 / 6.30" e_homo_ev="-10.30 / -11.73" total_charge=+1 molar_mass_g_mol=707.04 e_lumo_ev="-3.91 / -5.44" multiplicity=5
Os 0.0968 -0.0902 0.8959
N 2.3003 -0.2127 -2.8701
C 1.4112 -0.1538 -1.8752
S 1.9147 -0.8197 -0.3270
N 0.2308 0.3516 -2.1163
N -0.5729 0.3342 -1.0219
C -1.8252 0.6117 -1.1735
C -2.6649 0.5356 0.0036
C -4.0028 0.8896 0.0134
C -4.7121 0.7807 1.1997
C -4.0677 0.3215 2.3368
C -2.7285 -0.0169 2.2617
N -2.0460 0.0837 1.1206
H 3.2224 -0.5821 -2.7241
H 2.0417 0.1299 -3.7804
H -2.2086 0.8666 -2.1535
H -4.4708 1.2466 -0.8930
H -5.7576 1.0543 1.2346
H -4.5867 0.2288 3.2796
H -2.1668 -0.3580 3.1190
S 2.1081 -2.2280 4.4740
C 1.2768 -1.5220 3.3550
N 0.6391 -0.9831 2.4962
C 2.8525 4.3861 3.0118
C 2.2093 3.7300 4.2247
C 2.4457 4.5672 5.4715
C 2.7187 2.3083 4.4195
O 0.7751 3.7249 4.0180
Si -0.2746 2.6726 3.3917
S 0.4841 2.1292 1.4266
O -1.7208 3.3687 3.1839
C -2.1038 4.7229 2.8339
C -1.9849 5.5833 4.0828
C -1.2182 5.2485 1.7133
C -3.5490 4.6211 2.3734
O -0.5033 1.3053 4.2446
C -1.0455 1.1877 5.5939
C -2.5647 1.0973 5.5103
C -0.4564 -0.0922 6.1593
C -0.6416 2.3829 6.4443
H 3.9246 4.5021 3.1732
H 2.4228 5.3751 2.8502
H 2.7031 3.7859 2.1137
H 3.5123 4.6246 5.6887
H 1.9418 4.1313 6.3338
H 2.0677 5.5791 5.3246
H 3.7968 2.3205 4.5798
H 2.5185 1.6952 3.5375
H 2.2495 1.8376 5.2850
H -0.9518 5.6109 4.4295
H -2.6160 5.1838 4.8781
H -2.3074 6.6033 3.8707
H -0.1763 5.3010 2.0319
H -1.5349 6.2520 1.4283
H -1.2865 4.6048 0.8349
H -4.1696 4.2050 3.1680
H -3.6193 3.9739 1.4973
H -3.9371 5.6051 2.1102
H -2.8760 0.1522 5.0638
H -2.9661 1.9246 4.9248
H -2.9928 1.1369 6.5122
H -0.6982 -0.9407 5.5162
H -0.8609 -0.2894 7.1524
H 0.6283 -0.0154 6.2344
H -1.0529 3.3142 6.0517
H 0.4423 2.4754 6.4938
H -1.0206 2.2471 7.4575

---

Record 3
71
Properties=species:S:1:pos:R:3 method="wB97M-V/def2-TZVPD" total_energy_ev=-877669.740 orbital_gap_ev=3.61 e_homo_ev=-1.96 total_charge=-1 molar_mass_g_mol=1310.43 e_lumo_ev=1.65
C 3.9912 -3.6083 -0.4859
C 2.9605 -3.5715 -1.4786
C 3.2907 -3.3187 -3.0265
C 3.8687 -1.8547 -3.3832
C 2.8139 -0.6710 -3.0356
C 2.8416 -0.1798 -1.5070
S 1.1741 -0.0579 -0.6833
C 0.0317 -1.3761 -1.2429
N -0.6337 -1.2843 -2.5014
N -1.4445 -2.3933 -2.7908
C -1.2491 -3.1924 -1.5742
O -0.3980 -2.5972 -0.6285
H 3.7170 -4.0496 0.5294
H 5.0509 -3.2687 -0.7354
H 1.8910 -3.7792 -1.1291
H 2.3767 -3.6187 -3.6596
H 4.1225 -4.0790 -3.2992
H 3.9084 -1.8403 -4.5466
H 1.7805 -0.9915 -3.4138
H 3.1350 0.2388 -3.6785
H 3.2891 0.8816 -1.4893
H 3.5711 -0.8458 -0.9335
H -1.8127 -4.1788 -1.5726
Br -4.1632 -4.4751 -7.4136
C -5.0878 -3.8532 -5.8139
C -4.1694 -3.8459 -4.6175
Br -3.9000 -5.6474 -3.9209
H -5.9614 -4.4921 -5.6833
H -5.4161 -2.8399 -6.0518
H -4.6153 -3.2877 -3.7941
H -3.1821 -3.4377 -4.8330
Br 2.9688 -1.7524 1.7222
C 2.2108 -0.9022 3.3042
C 1.1337 -1.7573 3.9230
Br -0.5275 -1.6489 2.9068
H 1.8566 0.0829 2.9974
H 3.0492 -0.7836 3.9922
H 0.8801 -1.3946 4.9209
H 1.4018 -2.8122 3.9825
Br -5.2490 -0.3212 -0.1670
C -4.8240 0.5367 -1.8675
C -4.6242 -0.4847 -2.9619
Br -2.8529 -1.3676 -2.8092
H -3.9461 1.1626 -1.6971
H -5.6831 1.1761 -2.0838
H -4.6184 -0.0004 -3.9425
H -5.3775 -1.2757 -2.9571
Br -2.1397 4.5954 1.7452
C -2.5812 2.7810 1.1830
C -1.4126 2.1214 0.4946
Br -1.2028 2.7759 -1.3292
H -3.4694 2.8501 0.5546
H -2.8334 2.2522 2.1037
H -1.5826 1.0477 0.3928
H -0.4625 2.2866 1.0026
Br -3.2070 10.3047 3.1708
C -1.6665 9.6569 2.1672
C -1.6304 8.1493 2.1309
Br -1.0023 7.4151 3.8238
H -0.7809 10.0985 2.6243
H -1.7918 10.0625 1.1618
H -0.9130 7.7996 1.3865
H -2.6026 7.6988 1.9304
Br 3.1432 0.9772 7.0063
C 4.9279 0.3713 7.5033
C 5.7536 0.0434 6.2843
Br 5.2375 -1.6742 5.5225
H 4.7999 -0.4754 8.1779
H 5.3681 1.2051 8.0530
H 6.8059 -0.0689 6.5511
H 5.6628 0.7839 5.4896

---

Please write out number 2 again, unchanged.
67
Properties=species:S:1:pos:R:3 method="wB97M-V/def2-TZVPD" total_energy_ev=-77734.922 orbital_gap_ev="6.39 / 6.30" e_homo_ev="-10.30 / -11.73" total_charge=+1 molar_mass_g_mol=707.04 e_lumo_ev="-3.91 / -5.44" multiplicity=5
Os 0.0968 -0.0902 0.8959
N 2.3003 -0.2127 -2.8701
C 1.4112 -0.1538 -1.8752
S 1.9147 -0.8197 -0.3270
N 0.2308 0.3516 -2.1163
N -0.5729 0.3342 -1.0219
C -1.8252 0.6117 -1.1735
C -2.6649 0.5356 0.0036
C -4.0028 0.8896 0.0134
C -4.7121 0.7807 1.1997
C -4.0677 0.3215 2.3368
C -2.7285 -0.0169 2.2617
N -2.0460 0.0837 1.1206
H 3.2224 -0.5821 -2.7241
H 2.0417 0.1299 -3.7804
H -2.2086 0.8666 -2.1535
H -4.4708 1.2466 -0.8930
H -5.7576 1.0543 1.2346
H -4.5867 0.2288 3.2796
H -2.1668 -0.3580 3.1190
S 2.1081 -2.2280 4.4740
C 1.2768 -1.5220 3.3550
N 0.6391 -0.9831 2.4962
C 2.8525 4.3861 3.0118
C 2.2093 3.7300 4.2247
C 2.4457 4.5672 5.4715
C 2.7187 2.3083 4.4195
O 0.7751 3.7249 4.0180
Si -0.2746 2.6726 3.3917
S 0.4841 2.1292 1.4266
O -1.7208 3.3687 3.1839
C -2.1038 4.7229 2.8339
C -1.9849 5.5833 4.0828
C -1.2182 5.2485 1.7133
C -3.5490 4.6211 2.3734
O -0.5033 1.3053 4.2446
C -1.0455 1.1877 5.5939
C -2.5647 1.0973 5.5103
C -0.4564 -0.0922 6.1593
C -0.6416 2.3829 6.4443
H 3.9246 4.5021 3.1732
H 2.4228 5.3751 2.8502
H 2.7031 3.7859 2.1137
H 3.5123 4.6246 5.6887
H 1.9418 4.1313 6.3338
H 2.0677 5.5791 5.3246
H 3.7968 2.3205 4.5798
H 2.5185 1.6952 3.5375
H 2.2495 1.8376 5.2850
H -0.9518 5.6109 4.4295
H -2.6160 5.1838 4.8781
H -2.3074 6.6033 3.8707
H -0.1763 5.3010 2.0319
H -1.5349 6.2520 1.4283
H -1.2865 4.6048 0.8349
H -4.1696 4.2050 3.1680
H -3.6193 3.9739 1.4973
H -3.9371 5.6051 2.1102
H -2.8760 0.1522 5.0638
H -2.9661 1.9246 4.9248
H -2.9928 1.1369 6.5122
H -0.6982 -0.9407 5.5162
H -0.8609 -0.2894 7.1524
H 0.6283 -0.0154 6.2344
H -1.0529 3.3142 6.0517
H 0.4423 2.4754 6.4938
H -1.0206 2.2471 7.4575